(1)
{
  "formula": "C11H15NO",
  "method": "ωB97M-V with the def2-TZVPD basis set",
  "spin_multiplicity": 1,
  "smiles": "COC[C@@H]1Cc2ccccc2CN1",
  "homo_lumo_gap_ev": 9.57,
  "lumo_energy_ev": 0.92,
  "species": ["O", "N", "C", "C", "C", "C", "C", "C", "C", "C", "C", "C", "C", "H", "H", "H", "H", "H", "H", "H", "H", "H", "H", "H", "H", "H", "H", "H"],
  "xyz": [[1.75750, -1.59944, 1.80587], [0.33421, 0.87685, 1.71478], [0.35575, -1.55031, 1.25508], [-1.58656, -0.15114, 0.80322], [2.52186, -2.56827, 1.01684], [0.96004, 1.27879, 0.50339], [-0.84789, 2.05609, -2.86259], [-2.10546, 0.51194, -1.60449], [-2.01652, 1.31469, -2.74877], [-1.27492, 0.52631, -0.55568], [-0.29445, -0.34555, 1.70689], [0.20476, 1.88868, -1.83640], [-0.10752, 1.32057, -0.64599], [-2.14421, 0.49628, 1.41876], [1.90638, 0.68487, 0.18948], [-0.41007, 2.66014, -3.71150], [3.60887, -2.37957, 1.25589], [1.23414, 2.25657, -1.92819], [-2.95234, -0.38698, -1.74598], [-0.21063, -2.41840, 1.67378], [1.17893, 2.29449, 0.64747], [2.20174, -3.62058, 1.25476], [-0.68125, -0.43646, 2.72807], [-2.27733, -1.03540, 0.79320], [0.29606, -1.52565, 0.06284], [2.20339, -2.40245, -0.12093], [0.94973, 0.99540, 2.47015], [-2.80420, 1.25854, -3.53996]]
}



(2)
{
  "formula": "C11H15NOS",
  "method": "ωB97M-V with the def2-TZVPD basis set",
  "spin_multiplicity": 1,
  "homo_lumo_gap_ev": 9.57,
  "lumo_energy_ev": 0.52,
  "species": ["S", "O", "N", "C", "C", "C", "C", "C", "C", "C", "C", "C", "C", "C", "H", "H", "H", "H", "H", "H", "H", "H", "H", "H", "H", "H", "H", "H", "H"],
  "xyz": [[0.92769, 1.89312, -0.13496], [1.08852, 2.15161, -1.58809], [2.26336, 2.53050, 0.57575], [1.86112, -0.75791, -0.66417], [0.95219, -0.24766, 1.47499], [-3.20047, 1.16437, -1.15548], [3.14629, 3.15388, -0.06852], [1.81281, -2.50591, 1.09239], [-2.87777, -0.35829, 0.81110], [1.24604, -1.50718, 1.97825], [1.33551, 0.16520, 0.25467], [-1.92891, -0.95686, -1.46611], [-2.67297, 0.05777, -0.63478], [2.03475, -2.06043, -0.17971], [-3.74734, 1.80249, -0.56649], [-3.60272, 0.32190, 1.31904], [3.03632, 3.41686, -1.07276], [0.98699, -1.68836, 2.98166], [0.59847, 0.34342, 2.25172], [-1.59768, -0.59145, -2.48240], [2.38160, -2.72716, -0.86045], [2.02051, -3.46914, 1.50440], [2.12309, -0.51209, -1.60339], [-1.16698, -1.36595, -0.86546], [4.03647, 3.55730, 0.54034], [-3.29335, -1.33948, 0.94205], [-1.91067, -0.26483, 1.38797], [-3.12260, 1.55978, -2.20063], [-2.73028, -1.76550, -1.57094]]
}



(3)
{
  "formula": "C11H15NPSn",
  "method": "ωB97M-V with the def2-TZVPD basis set",
  "spin_multiplicity": 1,
  "homo_lumo_gap_ev": [3.89, 3.91],
  "lumo_energy_ev": [2.35, 2.36],
  "charge": -1,
  "species": ["Sn", "P", "N", "C", "C", "C", "C", "C", "C", "C", "C", "C", "C", "C", "H", "H", "H", "H", "H", "H", "H", "H", "H", "H", "H", "H", "H", "H", "H"],
  "xyz": [[0.84452, -1.11833, 0.91328], [3.03529, -1.71748, -0.47753], [1.42523, 0.63562, 1.94311], [3.29470, 2.31791, 3.18011], [-2.50822, -0.39783, -0.29406], [-3.05932, 0.90019, -0.38995], [4.29641, 3.21223, 3.83658], [2.01199, 1.66259, 1.25917], [2.75277, 1.21878, 3.86821], [1.84977, 0.38612, 3.22910], [-2.37392, 0.31734, -2.51499], [-2.07952, -0.77387, -1.64796], [2.92804, 2.50986, 1.85305], [-2.90861, 1.36354, -1.73658], [4.48711, 4.08927, 3.20829], [-3.44369, 1.45512, 0.46578], [-2.43738, -1.06250, 0.59123], [2.84831, -2.15936, -1.83521], [3.69565, -2.86605, 0.09754], [1.70460, 1.76385, 0.22245], [5.25694, 2.70555, 3.99808], [-3.16025, 2.37239, -2.07186], [-2.14441, 0.34514, -3.57509], [-1.59085, -1.73006, -1.91011], [3.94712, 3.56779, 4.80988], [3.04211, 1.01484, 4.91008], [1.43529, -0.48714, 3.73019], [3.34858, 3.31692, 1.26562], [4.11542, -0.77372, -0.60388]]
}



(4)
{
  "formula": "C11H15O2P",
  "method": "ωB97M-V with the def2-TZVPD basis set",
  "spin_multiplicity": 1,
  "smiles": "CCP(CC)O[C@H]1C=CC=CC1=C=O",
  "homo_lumo_gap_ev": 8.28,
  "lumo_energy_ev": 0.34,
  "species": ["P", "O", "O", "C", "C", "C", "C", "C", "C", "C", "C", "C", "C", "C", "H", "H", "H", "H", "H", "H", "H", "H", "H", "H", "H", "H", "H", "H", "H"],
  "xyz": [[0.30543, 0.64697, 1.06206], [0.55337, -0.67888, 0.12414], [-0.14708, -2.29672, -3.59710], [-0.38100, -2.09293, -2.47812], [-2.15578, -1.03663, -1.30824], [3.10284, 0.30849, 1.48495], [-1.19040, -2.04694, 1.15862], [-2.78297, -0.77406, -0.14364], [-0.88311, -1.78768, -1.31173], [-0.19114, -1.93529, 0.03955], [-0.51438, 1.84762, -0.18185], [0.38868, 2.27970, -1.34931], [-2.32076, -1.35904, 1.09005], [2.07560, 1.31435, 1.01989], [-0.23928, 2.95347, -1.94041], [1.89014, 2.11683, 1.78127], [2.68384, -0.65552, 1.75360], [-2.68147, -0.71546, -2.17801], [-2.99152, -1.38528, 2.06368], [-0.93145, -2.51841, 2.12237], [2.24748, 1.64863, 0.01627], [3.91120, 0.03603, 0.77624], [0.64884, -2.67523, 0.15875], [-0.90724, 2.54283, 0.50095], [0.93975, 1.43422, -1.67386], [-1.35744, 1.36596, -0.60579], [1.11424, 2.95272, -0.84809], [3.54941, 0.59310, 2.53473], [-3.73583, -0.08285, -0.07096]]
}



Record-wise electronic energy values, in hartree: -558.0423 -956.2103 -1038.3993 -919.8658
Record-wise energy relative to the best compared isomer or geometry (same formula, charge and spin) values, in kJ/mol: 271.82 411.87 28.36 427.20